14
Properties=species:S:1:pos:R:3:forces:R:3:mulliken_charge:R:1 method="wB97M-V/def2-TZVPD" relative_energy_ev=3.7466 mol_weight_g_mol=245.1 orbital_gap_ev=8.74 homo_ev=-13.33 total_charge=+1
C 0.657268 -1.704792 0.153943 1.1 0.9 0.4 0.553
C -0.858225 -1.859428 0.200376 -0.1 1.7 -0.9 -0.528
C -0.786202 0.895028 0.040563 -0.2 -1.3 -0.8 -0.037
N 1.075360 -0.393679 0.531612 -2.5 -0.5 0.3 -0.578
N -0.420153 2.054045 -0.479934 0.1 0.7 1.1 -0.380
O 1.325221 -2.676453 -0.069719 0.2 0.5 -0.1 -0.490
S -1.619216 -0.450275 -0.758779 0.7 0.4 -0.3 -0.016
I 2.515711 0.707417 -0.020249 2.0 -0.4 -0.4 0.568
H -1.039409 -2.754788 -0.342920 -0.5 -0.6 -0.7 0.362
H -1.370626 -1.944481 1.128258 0.1 0.1 1.1 0.350
H -0.861794 0.779667 1.087121 0.2 0.6 1.0 0.415
H -0.149427 2.827513 0.171520 -0.7 -1.0 -0.8 0.389
H -0.345426 2.293126 -1.466628 -0.3 -0.5 0.2 0.249
H 1.876913 2.227106 -0.175167 -0.4 -0.6 0.0 0.143

12
Properties=species:S:1:pos:R:3:forces:R:3:mulliken_charge:R:1 method="wB97M-V/def2-TZVPD" relative_energy_ev=2.6894 mol_weight_g_mol=199.0 orbital_gap_ev=8.57 homo_ev=-9.33
C -0.764231 1.091375 0.473551 -0.1 0.1 -0.3 -1.096
C 0.890710 -0.197126 -0.977185 2.6 -1.9 4.2 -1.130
C -0.099704 -0.266841 0.199182 1.0 1.7 -0.3 0.392
N -1.004940 -1.342565 0.465815 -1.8 -3.5 -1.5 -0.151
O -0.973632 -2.416670 -0.185962 0.7 3.7 1.3 -0.335
I 1.019498 -0.651322 1.985518 0.8 -0.2 0.8 0.120
H -1.233967 1.195082 1.473924 0.3 -0.2 -0.8 0.377
H -1.499242 1.210319 -0.321688 -0.3 0.2 0.1 0.359
H -0.009910 1.891685 0.315698 -0.4 -0.6 0.3 0.344
H 1.657217 0.573883 -0.693077 -0.7 -0.7 -0.1 0.382
H 1.446820 -1.196712 -0.836195 -0.7 1.4 -1.4 0.318
H 0.571381 0.108892 -1.899582 -1.4 0.0 -2.4 0.420

14
Properties=species:S:1:pos:R:3:forces:R:3:mulliken_charge:R:1 method="wB97M-V/def2-TZVPD" relative_energy_ev=1.9326 mol_weight_g_mol=247.1 orbital_gap_ev=8.25 homo_ev=-8.97
C -0.716486 -1.145623 0.504845 2.4 0.9 -1.1 0.644
C -0.732714 -0.375901 1.747001 -0.3 2.9 2.4 -0.867
C 1.162248 0.001959 -1.711650 -2.1 3.3 1.7 -0.842
N 1.422005 0.028475 -0.079058 -0.7 -1.0 -3.6 -0.513
O -1.426866 -1.210741 -0.439210 -0.9 -0.4 0.4 -0.476
O 1.227776 -2.458040 -0.919968 0.0 0.1 0.9 -0.580
S 1.121139 -1.625707 0.303006 -0.3 -1.7 -0.3 0.449
I 3.424697 0.314238 0.257356 0.4 0.3 0.0 0.173
H 0.294055 -0.363938 2.360075 -2.5 -0.6 -1.3 0.281
H -0.898965 0.757899 1.541144 0.3 -1.9 -0.1 0.258
H -1.644354 -0.631863 2.330470 0.8 -0.1 0.1 0.341
H 1.540163 0.963966 -2.039124 0.7 -0.2 -0.1 0.402
H 1.468758 -0.846854 -2.239191 1.1 -1.1 -0.3 0.438
H 0.067787 0.140796 -1.988914 1.0 -0.5 1.2 0.293

14
Properties=species:S:1:pos:R:3:forces:R:3:mulliken_charge:R:1 method="wB97M-V/def2-TZVPD" relative_energy_ev=0.3682 mol_weight_g_mol=247.1 orbital_gap_ev="7.43 / 7.43" homo_ev="-9.68 / -9.68"
C 1.042699 -0.554684 0.145566 0.0 -1.0 0.3 0.942
C 0.413912 -1.628256 1.038469 1.6 0.4 -0.2 -1.250
C 0.518364 1.395452 -1.233587 0.9 0.8 -0.2 -0.806
N 0.179269 0.413582 -0.203255 -4.2 1.2 -0.8 -0.121
O 2.170105 -0.555828 -0.309692 -0.1 -0.6 0.5 -0.610
O -1.907077 1.931162 0.457644 0.1 -0.3 -0.5 -0.449
S -1.516355 0.559525 0.703833 2.2 0.4 0.1 0.432
I -3.677394 -0.814114 0.306768 0.6 0.1 -0.5 -0.067
H -0.176587 -2.223808 0.391928 -0.9 -0.6 -0.7 0.343
H 1.261094 -2.267665 1.299956 -0.4 0.1 0.8 0.316
H -0.240916 -1.256857 1.840496 0.7 -0.2 0.0 0.383
H 1.604629 1.149854 -1.448620 -1.2 0.9 0.4 0.352
H 0.020882 1.491607 -2.243250 -0.2 -1.2 1.2 0.270
H 0.307376 2.360033 -0.746256 0.8 0.0 -0.4 0.263

12
Properties=species:S:1:pos:R:3:forces:R:3:mulliken_charge:R:1 method="wB97M-V/def2-TZVPD" relative_energy_ev=2.0838 mol_weight_g_mol=215.1 orbital_gap_ev="7.45 / 8.01" homo_ev="-7.61 / -7.87"
C -0.415680 0.813303 -0.233629 -2.3 1.2 -1.0 -0.508
C 1.038891 0.644876 -0.454498 0.8 0.8 -3.1 -0.650
C -0.963011 -0.097950 0.754199 -0.2 -0.9 2.4 -0.551
N 0.910633 -1.592820 0.192532 -0.1 0.7 2.5 -0.505
S 1.086815 -0.953797 -1.216106 1.1 0.4 -1.7 0.106
I -3.012496 -0.545976 0.810901 0.4 0.1 -0.4 0.034
H -0.723459 1.828537 0.054337 0.3 0.1 -0.1 0.367
H -0.968660 0.609041 -1.179003 0.4 0.3 0.3 0.351
H 1.588728 1.310579 -1.160073 -0.9 0.2 0.7 0.354
H 1.541031 0.548770 0.445858 1.3 -0.1 1.6 0.359
H -0.647222 -0.075145 1.818949 0.1 0.0 -1.1 0.410
H 0.564430 -2.489417 0.166534 -1.0 -2.8 -0.2 0.232

13
Properties=species:S:1:pos:R:3:forces:R:3:lowdin_spin:R:1 method="wB97M-V/def2-TZVPD" relative_energy_ev=1.0387 mol_weight_g_mol=232.0 spin_multiplicity=3 orbital_gap_ev="6.32 / 5.80" homo_ev="-6.31 / -8.95" s_squared=2.02
C 0.959944 0.924432 0.421912 2.6 1.0 -0.9 0.163
C -0.425592 -2.278953 -0.658405 -1.6 1.4 -0.1 0.012
C 0.490411 2.196186 1.107728 -3.8 -1.5 -5.6 0.045
O 2.044380 0.439948 0.520849 -0.6 0.6 1.0 0.158
O 0.420049 -1.189843 -0.209907 -2.1 -0.5 -1.6 0.224
P 0.024082 0.120822 -1.197441 1.1 0.7 2.5 0.789
I -2.625804 -0.254833 -0.942808 -1.8 0.8 -0.4 0.586
H -0.506844 -2.134625 -1.745193 -0.4 -0.7 0.2 0.009
H -1.470699 -2.276437 -0.195333 1.9 -0.1 -0.5 0.007
H 0.057480 -3.145482 -0.443418 1.5 -2.6 0.7 0.001
H -0.569684 2.152807 1.361167 0.2 -0.1 0.2 0.000
H 0.518775 2.870810 0.193414 -0.1 -0.4 1.0 0.000
H 1.083508 2.575169 1.787429 3.1 1.4 3.7 0.004

11
Properties=species:S:1:pos:R:3:forces:R:3:mulliken_charge:R:1 method="wB97M-V/def2-TZVPD" relative_energy_ev=1.8225 mol_weight_g_mol=70.1 orbital_gap_ev=9.50 homo_ev=-8.57
C -0.961647 0.036964 -0.168333 0.3 0.9 0.4 -0.444
C 0.076554 1.101600 0.130122 -1.2 3.9 2.8 -0.436
C 1.144858 -0.633074 0.037192 5.3 -4.6 -2.2 -0.017
H -1.851109 -0.168413 0.411893 -0.4 1.3 0.1 0.309
H -1.130322 0.203531 -1.184345 -1.0 -0.6 -2.2 0.263
H -0.113844 1.320992 1.271938 1.1 -0.1 -1.7 0.189
H -0.112561 2.063841 -0.387068 0.2 -0.6 0.2 0.380
H 1.948412 -1.500207 -0.154414 -1.7 1.8 0.9 0.242
H -0.354889 -1.969786 0.062826 -0.2 -1.0 -0.2 0.178
N 1.460532 0.564683 -0.135314 -2.0 1.6 0.9 -0.498
N -0.105988 -1.020132 0.115498 -0.4 -2.6 0.8 -0.167

11
Properties=species:S:1:pos:R:3:forces:R:3:mulliken_charge:R:1 method="wB97M-V/def2-TZVPD" relative_energy_ev=1.9073 mol_weight_g_mol=70.1 orbital_gap_ev=11.20 homo_ev=-11.13 smiles="[H]/N=C(/C)C#N.[H][H]"
H 1.338905 1.640644 0.573097 -0.1 -0.2 0.0 0.224
N 0.416246 1.233972 0.402196 0.2 -0.3 -0.4 -0.592
C 0.487479 0.106743 -0.183670 -0.1 0.3 -0.2 0.708
C -0.729042 -0.659127 -0.652036 -0.1 -0.1 0.0 -0.999
C 1.788233 -0.461448 -0.550884 0.9 -0.2 -0.5 0.149
N 2.822279 -0.821154 -0.927143 -1.0 0.2 0.5 -0.365
H -0.610747 -1.736519 -0.506688 0.1 0.1 0.1 0.321
H -1.629557 -0.324493 -0.133364 0.3 0.1 0.0 0.291
H -0.882650 -0.510387 -1.730495 0.2 0.1 0.2 0.275
H -1.789030 0.558220 2.058402 -0.1 0.0 0.1 0.135
H -1.229652 0.970678 1.787047 -0.2 -0.1 0.1 -0.147

11
Properties=species:S:1:pos:R:3:forces:R:3:mulliken_charge:R:1 method="wB97M-V/def2-TZVPD" relative_energy_ev=4.8544 mol_weight_g_mol=70.1 orbital_gap_ev=10.22 homo_ev=-9.07 smiles="C=NN1CC1"
C -2.141515 0.063277 0.097400 4.5 -2.5 0.5 -0.321
N -0.945761 -0.196032 -0.470571 -2.4 1.9 0.6 -0.374
N 0.188547 0.093144 0.494947 -1.6 -2.6 -0.7 -0.279
C 1.523255 -0.654868 -0.000013 -2.9 -4.2 -3.6 -0.384
C 1.311849 0.678076 -0.206624 -1.8 6.0 -1.3 -0.286
H -3.177477 -0.099880 -0.281655 1.4 0.2 -0.5 0.261
H -1.967757 -0.013396 1.183370 -0.9 1.1 0.0 0.331
H 1.504768 -1.478183 -0.824941 -0.3 1.7 1.9 0.262
H 2.013967 -0.768261 0.867597 2.1 -1.5 2.5 0.270
H 0.966015 1.368174 -1.036754 1.1 -1.6 0.4 0.361
H 1.799452 1.192854 0.577171 0.8 1.5 0.2 0.158

11
Properties=species:S:1:pos:R:3:forces:R:3:mulliken_charge:R:1 method="wB97M-V/def2-TZVPD" relative_energy_ev=3.4012 mol_weight_g_mol=70.1 orbital_gap_ev=9.86 homo_ev=-8.76 smiles="C=NN1CC1"
C -0.559057 -1.948175 0.482676 0.3 3.7 -0.4 -0.303
N -0.727615 -0.935775 -0.352648 0.5 -2.8 1.0 -0.485
N 0.368877 -0.110038 -0.518060 2.0 -0.8 0.7 0.018
C 0.162668 1.200573 -1.005998 -2.6 0.5 1.2 -0.308
C 0.590641 0.964058 0.452218 -0.9 0.3 -1.8 -0.527
H 0.255851 -1.913039 1.272854 -0.7 -0.5 -1.3 0.258
H -1.380314 -2.632725 0.548469 -0.2 -0.3 0.1 0.300
H -0.928988 1.357617 -1.266341 1.3 0.4 0.7 0.268
H 0.831794 1.703504 -1.660396 0.7 -0.3 -0.7 0.239
H 1.532844 1.239133 0.865478 1.0 -0.3 -0.4 0.245
H -0.146703 1.074868 1.181749 -1.4 0.1 0.9 0.295